A cluster of 3 separate species, C6H10O in total in a non-equilibrium geometry. Source: the Open Molecules 2025 dataset; level of theory: ωB97M-V/def2-TZVPD.

Geometry as ORCA input:
```
! wB97M-V def2-TZVPD RIJCOSX def2/J DEFGRID3
* xyz 0 1
O 2.033 -1.152 0.743
C 1.037 -0.535 0.379
C -0.179 -1.338 0.067
C -1.478 -0.585 0.302
C -1.452 0.769 -0.407
C -0.215 1.539 -0.029
C 0.949 0.944 0.274
H 2.897 -0.356 -0.251
H 2.752 0.091 -0.975
H -0.070 -2.237 0.678
H -0.088 -1.655 -0.982
H -1.608 -0.417 1.378
H -2.319 -1.193 -0.040
H -1.462 0.623 -1.499
H -2.350 1.349 -0.167
H -0.278 2.628 -0.006
H 1.829 1.524 0.533
*
```

HOMO energy (eV): -9.4
Relative energy (zero: lowest compared OMol25 entry of this formula, charge and spin) (kJ/mol): 188.8
Orbital gap (eV): 9.6
F_max (eV/Å): 3.7